The following is a quantum chemistry calculation of a single C19H32N2O4 molecule, from the OMol25 dataset.

Output
E_LUMO   0.79 eV
E_HOMO   -8.79 eV
Relative energy (zero: lowest compared OMol25 entry of this formula, charge and spin)   44.2 kcal/mol
E   -31391.0702 eV
Structure (SMILES)   CCO[C@H]1OC(C(=O)N2CCN(C)CC2)=C[C@@H](C2CC2)[C@@H]1CCCO
Molar mass   352.475 g/mol
Orbital gap   9.6 eV

```
! RIJCOSX wB97M-V def2-TZVPD def2/J DEFGRID3
* xyz 0 1
C -1.61057 -2.74819 -0.29215
C -1.18672 -2.53555 -1.74041
O -0.22906 -1.50582 -1.91352
C -0.72698 -0.19843 -1.94116
O -1.10167 0.23730 -0.65576
C -0.11111 0.76325 0.12224
C -0.55724 1.05958 1.53241
O -1.34551 1.95988 1.75402
N 0.02856 0.33715 2.50745
C 0.86480 -0.82268 2.32242
C 0.25173 -2.02173 3.05021
N 0.07941 -1.70982 4.45661
C -0.35622 -2.86088 5.21584
C -0.83268 -0.58825 4.59591
C -0.24056 0.63287 3.89859
C 1.07909 1.15121 -0.32045
C 1.48505 1.10505 -1.76416
C 2.76706 0.28875 -1.90707
C 3.31505 -0.13414 -3.23651
C 2.81536 -1.16232 -2.26634
C 0.29887 0.69859 -2.65847
C -0.39752 1.92700 -3.26801
C -1.12718 2.81064 -2.25846
C -1.64985 4.09119 -2.90985
O -2.50694 4.81685 -2.06377
H -0.74043 -2.99441 0.31162
H -2.07459 -1.84776 0.10231
H -2.32240 -3.56821 -0.23970
H -2.06738 -2.32075 -2.36259
H -0.69561 -3.43529 -2.12271
H -1.67513 -0.18900 -2.50897
H 0.97002 -1.03834 1.25886
H 1.85416 -0.61895 2.74853
H 0.92405 -2.87810 2.96088
H -0.71296 -2.28100 2.57705
H 0.38341 -3.65384 5.11544
H -1.33296 -3.24659 4.88409
H -0.43007 -2.58485 6.26640
H -0.96201 -0.37135 5.65816
H -1.82331 -0.81431 4.16157
H -0.93202 1.47581 3.93389
H 0.70126 0.90477 4.38767
H 1.79181 1.56123 0.37787
H 1.76435 2.13148 -2.04623
H 3.50625 0.62085 -1.18478
H 4.37934 -0.04984 -3.39888
H 2.73351 0.05976 -4.12494
H 1.88737 -1.66398 -2.48156
H 3.54036 -1.78367 -1.76145
H 0.66964 0.09311 -3.48957
H -1.11494 1.58674 -4.01954
H 0.35655 2.52422 -3.78773
H -1.97276 2.27179 -1.82825
H -0.45699 3.07946 -1.43827
H -2.24470 3.85421 -3.79629
H -0.80163 4.72035 -3.22495
H -2.10737 4.86496 -1.18750
*
```


The following is a quantum chemistry calculation of a single C19H32N2O5 molecule, from the OMol25 dataset.

Output
E_LUMO   0.69 eV
E_HOMO   -9.33 eV
Relative energy (zero: lowest compared OMol25 entry of this formula, charge and spin)   88.8 kcal/mol
E   -33439.3348 eV
Structure (SMILES)   CCO[C@H]1CC[C@@H]1C(=O)N[C@@H]1C[C@H](C(=O)NC2(CCOC)CC2)C[C@H]1O
Molar mass   368.474 g/mol
Orbital gap   10.0 eV

```
! RIJCOSX wB97M-V def2-TZVPD def2/J DEFGRID3
* xyz 0 1
C -2.40045 0.36973 -1.18546
C -2.65900 -0.59509 -2.32377
O -2.06963 -0.19414 -3.55455
C -0.69352 -0.41302 -3.68974
C -0.24300 -0.68689 -5.13089
C 0.97775 0.22427 -4.88911
C 0.26513 0.82174 -3.65948
C 1.10644 1.01162 -2.42430
O 2.06420 0.29354 -2.17336
N 0.71543 2.00233 -1.58791
C 1.35251 2.26152 -0.31244
C 1.53301 1.03688 0.59345
C 1.35234 1.56449 2.05276
C 0.18506 0.81227 2.66127
O -0.96776 1.17821 2.52984
N 0.52129 -0.34267 3.30996
C -0.46876 -1.33910 3.62259
C -1.02827 -2.06222 2.41803
C 0.03455 -2.80061 1.60784
O 0.05404 -2.28816 0.29047
C 1.09368 -2.85411 -0.47736
C -0.27208 -2.07312 4.91735
C -1.36371 -1.04575 4.78112
C 1.06021 3.06539 1.92461
C 0.50264 3.21713 0.51603
O 0.46887 4.54362 0.01824
H -2.97141 0.07501 -0.30409
H -1.34887 0.38026 -0.90345
H -2.70439 1.38036 -1.46596
H -2.31067 -1.60061 -2.05840
H -3.72752 -0.65693 -2.53152
H -0.34642 -1.18527 -2.99315
H -0.06476 -1.72300 -5.41310
H -0.95931 -0.23982 -5.82028
H 1.85600 -0.33319 -4.56848
H 1.25335 0.91743 -5.68059
H -0.31298 1.71353 -3.90896
H -0.07768 2.56917 -1.83972
H 2.33530 2.72298 -0.48708
H 0.77495 0.28881 0.35599
H 2.49811 0.56347 0.43506
H 2.25246 1.38675 2.64336
H 1.48362 -0.63523 3.25608
H -1.80472 -2.75266 2.75196
H -1.50657 -1.32920 1.76610
H 1.02946 -2.67584 2.06083
H -0.16242 -3.88006 1.57684
H 1.08256 -2.37827 -1.45470
H 2.07015 -2.66873 -0.01392
H 0.95884 -3.93654 -0.58942
H -0.54536 -3.11914 4.94451
H 0.58948 -1.81396 5.51746
H -1.23109 -0.09472 5.27445
H -2.38772 -1.38536 4.71363
H 0.35587 3.41768 2.67546
H 1.98147 3.64724 2.01181
H -0.53074 2.85921 0.50630
H 1.35003 4.77878 -0.29225
*
```